# 1
37
Properties=species:S:1:pos:R:3:mulliken_charge:R:1 method="wB97M-V/def2-TZVPD" smiles="C=CCNC(=S)N/N=C/c1ccc(-c2cccc([N+](=O)[O-])c2)o1" de_lowest_kj_mol=523.5 orbital_gap_ha=0.2617 total_charge=0
C 0.5322 3.0024 0.0970 -0.85
C 1.2955 1.9272 0.0701 0.22
C 2.3169 1.6034 1.1235 -0.63
N 3.6672 1.5755 0.5924 -0.13
C 4.3586 0.5510 0.0824 0.18
N 3.8176 -0.6966 -0.0464 -0.46
N 2.5230 -0.9819 0.0257 0.12
C 2.1204 -2.1817 -0.1610 -0.41
C 0.7291 -2.5007 -0.1182 0.60
C 0.1079 -3.7336 -0.1681 -1.05
C -1.2683 -3.4838 -0.0828 -0.58
C -1.4126 -2.1141 0.0037 0.20
C -2.5954 -1.2842 0.0687 0.87
C -2.4957 0.0939 -0.1277 -0.39
C -3.6420 0.8705 -0.0812 0.22
C -4.8920 0.3163 0.1697 -0.66
C -4.9864 -1.0503 0.3636 -0.55
C -3.8553 -1.8435 0.3111 -0.82
H -3.9412 -2.9069 0.4672 0.33
H -5.9488 -1.4989 0.5547 0.40
H -5.7599 0.9562 0.1997 0.48
N -3.5440 2.2898 -0.3164 0.96
O -4.4979 2.9763 -0.0210 -0.60
O -2.5163 2.7098 -0.8039 -0.58
H -1.5379 0.5562 -0.3132 0.55
O -0.1971 -1.5267 -0.0168 -0.19
H -2.0497 -4.2152 -0.0997 0.47
H 0.5893 -4.6864 -0.2514 0.47
H 2.8039 -3.0120 -0.3616 0.36
H 4.4883 -1.4111 -0.3425 0.25
S 5.9404 0.7340 -0.3783 -0.47
H 4.1501 2.4605 0.5353 0.24
H 2.0926 0.6231 1.5493 0.20
H 2.2917 2.3562 1.9154 0.44
H 1.2274 1.2028 -0.7288 0.25
H -0.2102 3.2009 -0.6558 0.32
H 0.6012 3.7223 0.8975 0.25

***

# 2
17
Properties=species:S:1:pos:R:3:mulliken_charge:R:1 method="wB97M-V/def2-TZVPD" de_lowest_kj_mol=565.1 orbital_gap_ha="0.3100 / 0.2191" total_charge=+1
C 0.8038 0.0534 -0.6094 -0.39
C 0.6713 -0.4203 0.8318 -0.68
C -0.0223 1.6860 -2.2260 -0.69
C -0.9017 -1.6240 2.1740 -0.72
N -1.4138 0.9192 -0.5277 -0.43
N -0.3534 0.9051 -1.0438 0.71
N -0.2508 -1.4435 0.9818 -0.30
H 1.7193 0.6327 -0.7407 0.37
H 0.8176 -0.8073 -1.2885 0.34
H 1.6551 -0.8645 1.0760 0.41
H 0.5414 0.4200 1.5365 0.47
H 0.2849 1.0165 -3.0284 0.34
H -0.9003 2.2499 -2.5356 0.33
H 0.7945 2.3725 -2.0070 0.35
H -1.9626 -1.3642 2.0012 0.29
H -0.5270 -1.0316 3.0188 0.35
H -0.9560 -2.7000 2.3870 0.29

***

# 3
100
Properties=species:S:1:pos:R:3:mulliken_charge:R:1 method="wB97M-V/def2-TZVPD" orbital_gap_ha=0.1454 total_charge=-1
C 4.1464 1.4631 1.7816 -1.11
C 3.1389 2.0500 0.7295 0.61
C 1.8175 1.2618 0.9149 -0.73
O 1.2094 1.7338 2.0963 -0.31
C -0.2145 1.4915 2.1403 -0.51
C -0.6432 0.1985 2.8854 -0.52
P -0.8833 -1.1973 1.7606 0.89
O -1.3665 -2.3427 2.5612 -0.79
O 0.5167 -1.7473 1.0017 -0.56
O -2.0187 -0.9524 0.5839 -0.49
H 3.5955 0.8655 2.5171 0.25
H 4.5963 2.3012 2.3247 0.33
H 4.8885 0.8035 1.3205 0.34
H 3.5482 1.8301 -0.2652 -0.65
H 2.9857 3.1202 0.8876 0.37
H 1.1402 1.3604 0.0502 0.50
H 2.1260 0.2169 1.0906 0.40
H -0.6257 2.3295 2.7286 0.12
H -0.6914 1.5834 1.1429 0.31
H 0.2428 -0.0751 3.4861 0.17
H 0.6527 -1.3097 0.1513 0.22
H -1.8101 -0.1998 0.0121 0.31
O -4.8672 -2.2791 -3.4989 -0.81
P -4.1082 -3.5665 -3.6368 1.18
O -2.6400 -3.1533 -3.0603 -0.29
C -2.5024 -2.8597 -1.6560 0.00
C -2.7192 -4.0810 -0.7895 -0.92
O -3.8565 -3.4949 -5.2710 -0.38
C -4.8000 -2.8338 -6.1118 -0.38
C -4.2889 -1.4589 -6.5009 -1.11
O -3.8044 -5.1919 -3.6462 -0.39
C -2.8509 -5.8217 -4.5020 -0.14
C -1.4010 -5.5804 -4.1378 -0.94
H -3.1933 -2.0637 -1.3781 0.26
H -1.4920 -2.4834 -1.5105 0.10
H -3.7482 -4.4490 -0.8770 0.30
H -2.5289 -3.8391 0.2585 0.37
H -2.0588 -4.8961 -1.0867 0.10
H -5.7730 -2.7645 -5.6263 0.36
H -4.9322 -3.4469 -7.0069 0.34
H -3.8907 -0.9202 -5.6423 0.29
H -5.0830 -0.8627 -6.9549 0.35
H -3.4736 -1.5506 -7.2219 0.30
H -3.0345 -5.5832 -5.5479 0.22
H -3.0500 -6.8920 -4.4026 0.33
H -1.0818 -4.5727 -4.3996 0.27
H -0.7613 -6.2758 -4.6863 0.42
H -1.2323 -5.7237 -3.0712 0.16
O 4.1120 2.8938 -4.0497 -0.80
P 5.4561 2.4006 -4.4946 1.19
O 5.2280 2.2743 -6.1169 -0.28
C 5.0501 3.4658 -6.8787 -0.33
C 6.3051 4.3180 -6.9198 -0.91
O 5.2955 0.8356 -4.0156 -0.37
C 4.4838 0.5074 -2.8795 -0.23
C 3.1446 -0.0409 -3.3330 -1.02
O 7.0971 2.2279 -4.5807 -0.42
C 7.7545 1.0243 -4.9846 -0.16
C 7.6726 0.7078 -6.4632 -0.94
H 4.2080 4.0359 -6.4760 0.28
H 4.7818 3.1531 -7.8883 0.31
H 6.5644 4.6873 -5.9234 0.29
H 6.1601 5.1793 -7.5745 0.40
H 7.1573 3.7440 -7.2822 0.15
H 4.3521 1.3724 -2.2328 0.10
H 5.0139 -0.2488 -2.2974 0.39
H 2.7097 0.5634 -4.1284 0.29
H 2.4419 -0.0865 -2.4993 0.21
H 3.2669 -1.0490 -3.7343 0.32
H 7.4312 0.1750 -4.3868 0.24
H 8.8057 1.1822 -4.7313 0.34
H 6.6837 0.3494 -6.7448 0.27
H 8.3858 -0.0807 -6.7124 0.42
H 7.9019 1.5847 -7.0686 0.15
O -2.5498 2.4332 6.0994 -0.73
P -3.4150 2.2027 7.3020 1.10
O -2.3860 1.3749 8.2819 -0.26
C -1.2553 2.0544 8.8157 -0.33
C -1.6453 3.1371 9.8063 -0.91
O -4.3405 0.9900 6.6967 -0.31
C -4.6243 0.9250 5.2870 -0.50
C -3.7550 -0.1193 4.6126 -0.90
O -4.5313 2.4797 8.4998 -0.41
C -5.3023 1.4527 9.1202 -0.15
C -4.5393 0.5581 10.0753 -0.94
H -0.6602 2.4726 7.9988 0.26
H -0.6448 1.3001 9.3134 0.32
H -2.2149 3.9327 9.3174 0.28
H -0.7550 3.5823 10.2550 0.40
H -2.2723 2.7342 10.6014 0.14
H -4.4933 1.9020 4.8216 0.35
H -5.6789 0.6581 5.1767 0.34
H -2.7127 -0.0583 4.9159 0.24
H -3.8020 -0.0237 3.5285 0.28
H -4.0995 -1.1195 4.8880 0.29
H -5.8436 0.8621 8.3839 0.23
H -6.0664 1.9843 9.6946 0.32
H -3.8965 -0.1423 9.5443 0.28
H -5.2405 -0.0323 10.6697 0.41
H -3.9182 1.1428 10.7540 0.15

***

# 4
60
Properties=species:S:1:pos:R:3:mulliken_charge:R:1 method="wB97M-V/def2-TZVPD" orbital_gap_ha="0.2965 / 0.1796" total_charge=+3 spin_multiplicity=2
Ga 0.9990 -0.3613 0.9049 0.57
N 3.4082 0.7572 -3.1918 0.01
C 3.2268 0.7406 -1.6905 0.51
C 4.4080 0.0186 -1.0548 -1.45
C 4.3418 0.0618 0.4780 0.03
N 3.2253 -0.7665 1.0057 -0.55
C 4.2038 1.4953 0.9817 -1.23
C 3.0228 2.2297 0.3535 0.14
N 1.7365 1.6858 0.8801 -0.55
C 3.0984 2.1711 -1.1791 -1.30
H 3.4991 -0.1895 -3.5687 0.40
H 4.2595 1.2686 -3.4428 0.40
H 2.6255 1.2112 -3.6682 0.38
H 2.3077 0.1860 -1.5008 -0.36
H 5.3435 0.5022 -1.3501 0.49
H 4.4486 -1.0224 -1.3908 0.52
H 5.2856 -0.3408 0.8512 0.40
H 3.3259 -0.7828 2.0228 0.38
H 3.3673 -1.7360 0.7236 0.20
H 5.1191 2.0398 0.7457 0.47
H 4.1097 1.5006 2.0708 0.44
H 3.0827 3.2823 0.6350 0.34
H 0.9651 2.2755 0.5718 0.40
H 1.7589 1.8071 1.8953 0.44
H 3.9850 2.7421 -1.4698 0.47
H 2.2268 2.6669 -1.6180 0.49
F 1.3108 -2.1751 2.9310 -0.25
C 0.8635 -0.8415 2.8745 0.14
F 1.8505 -0.0851 3.5020 -0.26
H -0.0311 -0.7784 3.4902 0.40
C -5.1809 0.3743 -1.1433 -0.83
N -3.7548 0.6442 -1.1079 0.05
N -2.9293 0.1006 -0.1577 0.80
C -1.6850 0.5934 -0.3400 0.65
O -0.7124 0.2764 0.4523 -0.37
C -1.7330 1.4582 -1.4357 -0.81
C -3.0468 1.4745 -1.8845 0.46
C -3.6472 2.2358 -3.0079 -1.70
C -3.4114 -0.8103 0.8378 -0.64
C -4.0654 -0.3175 1.9582 -0.08
C -4.5847 -1.2103 2.8831 -0.80
C -4.4646 -2.5788 2.6764 -0.44
C -3.8016 -3.0599 1.5544 -0.88
C -3.2703 -2.1770 0.6273 0.03
H -5.3772 -0.6732 -0.9286 0.33
H -5.5534 0.5973 -2.1383 0.39
H -5.7134 0.9888 -0.4170 0.32
H -0.9116 2.0315 -1.8300 0.46
H -2.8812 2.8276 -3.5011 0.36
H -4.4281 2.9102 -2.6533 0.39
H -4.0960 1.5706 -3.7470 0.40
H -4.1710 0.7499 2.1105 0.56
H -5.0876 -0.8383 3.7653 0.47
H -4.8977 -3.2692 3.3874 0.47
H -3.7254 -4.1265 1.3881 0.48
H -2.7787 -2.5370 -0.2691 0.60
Cl -0.2232 -5.5348 -0.3438 -0.14
Ge 0.8951 -4.3554 1.0470 0.87
Cl 0.8603 -2.2252 -0.3756 -0.30
Cl 3.0017 -4.6830 0.8005 -0.18

***

# 5
17
Properties=species:S:1:pos:R:3:mulliken_charge:R:1 method="wB97M-V/def2-TZVPD" de_lowest_kj_mol=320.5 orbital_gap_ha=0.3865 total_charge=+1
C 0.4018 1.2744 0.8169 -0.01
C -2.3753 -1.2572 0.2838 0.59
C -0.1163 1.4766 2.0145 -0.60
N -2.4970 -0.0598 0.3404 -0.55
N 0.9130 -2.3560 -1.9899 -0.70
N -0.3326 1.1872 -0.5116 -0.11
O -2.0311 -2.3384 0.1254 -0.28
H 1.4481 1.3775 0.7171 0.37
H -1.2169 1.5568 2.2336 0.19
H 0.4672 1.5520 2.8936 0.28
H 0.5973 -2.0171 -2.8791 0.23
H -3.1709 0.4214 0.7509 0.15
H 1.8643 -2.0175 -1.7923 0.24
H 1.1452 -3.3439 -2.1934 0.26
H -0.1706 0.3086 -0.8919 0.17
H -1.3054 1.1286 -0.2646 0.35
H 0.0384 1.8449 -1.1076 0.40

***

# 6
90
Properties=species:S:1:pos:R:3:mulliken_charge:R:1 method="wB97M-V/def2-TZVPD" de_lowest_kj_mol=48.4 orbital_gap_ha="0.2868 / 0.2223" total_charge=+1 spin_multiplicity=3
Pd 1.1555 -1.4536 -0.0992 0.86
C 3.7182 -3.7436 0.1303 -1.07
N 3.6433 -2.2910 0.0669 -0.01
C 4.0957 -1.5825 1.2501 -1.45
C 3.0213 -1.5324 2.3023 0.49
N 1.7666 -1.8513 2.1145 0.30
C 1.1073 -1.5493 3.2797 -0.16
C -0.2412 -1.6388 3.5947 -0.58
C -0.6279 -1.2443 4.8572 -0.58
C 0.2998 -0.7697 5.7875 -0.48
C 1.6446 -0.6585 5.4882 -1.12
C 2.0366 -1.0518 4.2181 0.68
N 3.2488 -1.0666 3.5643 -0.06
C 2.3758 -4.3647 -0.1189 -0.07
N 1.2582 -3.7019 -0.2388 0.40
C 0.2656 -4.6322 -0.3966 -0.18
C -1.1031 -4.4479 -0.5339 -0.70
C -1.8819 -5.5780 -0.6637 -0.64
C -1.3141 -6.8553 -0.6614 -0.40
C 0.0463 -7.0549 -0.5214 -1.10
C 0.8339 -5.9224 -0.3810 0.83
N 2.1831 -5.7123 -0.2031 -0.09
H 4.4417 -4.1459 -0.5923 0.53
H 4.0455 -4.0512 1.1313 0.31
H 4.0839 -1.9344 -0.7755 0.28
H 5.0135 -2.0178 1.6858 0.46
H 4.3268 -0.5492 0.9583 0.43
H -0.9385 -2.0053 2.8577 0.59
H -1.6684 -1.2995 5.1374 0.46
H -0.0475 -0.4834 6.7681 0.42
H 2.3521 -0.2756 6.2085 0.44
H 4.1265 -0.7364 3.9354 0.22
H -1.5037 -3.4411 -0.5346 0.58
H -2.9525 -5.4807 -0.7710 0.41
H -1.9614 -7.7121 -0.7718 0.39
H 0.4714 -8.0461 -0.5222 0.41
H 2.8936 -6.4212 -0.1377 0.23
C 1.9048 -1.7988 -5.0638 -0.88
N 0.9584 -0.8539 -4.5074 0.18
C 0.0238 -0.1759 -5.3748 -0.73
C 0.9422 -0.6718 -3.1901 0.56
O 1.6984 -1.2437 -2.4139 -0.81
H 1.8809 -1.7572 -6.1484 0.34
H 1.6748 -2.8152 -4.7366 0.29
H 2.9076 -1.5490 -4.7136 0.29
H 0.4435 -0.0922 -6.3734 0.33
H -0.1720 0.8242 -4.9932 0.18
H -0.9252 -0.7159 -5.4355 0.29
H 0.1963 0.0680 -2.8467 -0.20
C -2.6520 4.5806 2.2366 -1.10
Si -1.4961 3.0680 2.2582 0.38
C -2.4063 1.6177 3.1084 -0.74
C 0.0618 3.5159 3.2669 -0.98
Si -0.9448 2.4600 -0.0021 -0.09
Te 1.1046 1.0049 0.3474 -0.31
Si 0.1548 4.2727 -1.1518 0.29
C 1.8043 4.7944 -0.3423 -1.03
C -0.9414 5.8235 -1.2967 -1.09
C 0.5485 3.6300 -2.9139 -0.99
Si -2.9174 1.7027 -1.1484 0.46
C -3.8884 0.2853 -0.3045 -1.06
C -2.6312 1.1780 -2.9708 -0.95
C -4.0726 3.2187 -1.2156 -1.10
H -2.9160 4.8793 3.2455 0.41
H -3.5764 4.3704 1.7117 0.29
H -2.1889 5.4338 1.7552 0.26
H -2.5404 1.7998 4.1710 0.43
H -1.8566 0.6874 3.0032 -0.03
H -3.3932 1.4740 2.6797 0.37
H -0.1836 3.7466 4.2993 0.41
H 0.5576 4.3862 2.8498 0.29
H 0.7766 2.6988 3.2690 0.25
H 1.6471 5.2044 0.6503 0.29
H 2.3088 5.5561 -0.9306 0.39
H 2.4764 3.9472 -0.2477 0.29
H -1.2150 6.2118 -0.3225 0.28
H -1.8570 5.6244 -1.8421 0.32
H -0.4146 6.6123 -1.8246 0.41
H 1.0629 2.6742 -2.8651 0.16
H 1.1848 4.3198 -3.4599 0.53
H -0.3587 3.4991 -3.4954 0.28
H -3.2611 -0.5755 -0.0931 0.24
H -4.7092 -0.0542 -0.9318 0.40
H -4.3220 0.6154 0.6344 0.33
H -2.0482 0.2657 -3.0468 0.17
H -2.1178 1.9562 -3.5278 0.26
H -3.5772 1.0001 -3.4754 0.52
H -4.3453 3.5595 -0.2238 0.26
H -4.9945 2.9890 -1.7402 0.40
H -3.6104 4.0544 -1.7284 0.24